No. 1
The following is a quantum chemistry calculation of 2 unconnected molecules or ions with the total composition C4H8N2O2, from the Open Molecules 2025 dataset.

The geometry in XYZ format:
```
16
Properties=species:S:1:pos:R:3
C 0.5973 -1.6940 -0.5334
N 0.3664 -0.4414 0.2014
N -0.1358 -0.5637 1.5353
C 1.1100 0.6562 0.0517
O 1.1215 1.5502 0.8565
O 1.8087 0.8062 -1.1483
H -0.4996 -1.9226 -0.6996
H 1.0885 -1.6709 -1.5052
H 1.0900 -2.5723 0.0884
H -1.0837 -0.4719 1.4576
H 0.3293 0.0733 2.1864
H 2.5055 1.5043 -1.0616
C -2.4276 0.6763 -0.3237
C -1.7187 1.6905 -0.3893
H -2.9638 -0.2245 -0.4518
H -1.1879 2.6043 -0.2643
```

Energy in hartree: -417.08562
SMILES string: CN(N)C(=O)O.C#C
2S+1: 1
ΔE to the lowest compared entry with this formula, charge and spin in kJ/mol: 447.21

No. 2
The following is a quantum chemistry calculation of 2 unconnected molecules or ions with the total composition C27H33N2O2S, from the Open Molecules 2025 dataset.

The geometry in XYZ format:
```
65
Properties=species:S:1:pos:R:3
C -1.1055 -4.2368 -0.4236
O -0.6490 -4.1921 0.9488
C -0.2192 -3.0289 1.5195
C 1.2323 -2.9611 1.6035
C 1.9369 -1.8947 1.0167
C 3.3312 -1.9563 0.9271
C 4.0203 -3.0618 1.4389
C 3.3122 -4.1138 2.0299
C 1.9243 -4.0972 2.0669
C -1.2188 -2.1775 1.9915
N -1.0860 -1.3100 3.0488
C 0.1874 -1.0840 3.7090
C -2.2516 -0.6983 3.4446
C -2.2112 0.3671 4.4848
C -3.3504 -1.2319 2.8394
C -4.7754 -0.9767 3.1700
S -2.9205 -2.3856 1.6342
H -1.5325 -5.2378 -0.5185
H -1.8607 -3.4621 -0.6131
H -0.2599 -4.1092 -1.1127
H 1.3419 -1.0678 0.6154
H 3.8781 -1.1485 0.4366
H 5.1086 -3.1029 1.3808
H 3.8378 -4.9685 2.4514
H 1.3378 -4.9395 2.4401
H -0.0053 -0.7448 4.7303
H 0.7563 -2.0155 3.7699
H 0.7759 -0.3232 3.1810
H -3.2234 0.7672 4.6069
H -1.8778 0.0177 5.4757
H -1.5705 1.2148 4.1946
H -4.8806 -0.1484 3.8726
H -5.3562 -0.7453 2.2716
H -5.2346 -1.8631 3.6246
C 6.7181 1.4220 5.5470
C 5.8518 0.6836 4.5353
N 4.5049 1.2383 4.3661
C 3.8608 0.9815 3.2235
C 2.6760 1.6220 2.8505
C 2.0421 1.3817 1.6376
C 1.1161 2.3235 1.0595
C 1.2429 2.6875 -0.3063
C 0.5189 3.7541 -0.8211
C -0.4071 4.4317 -0.0114
C -0.6170 4.0165 1.3130
C 0.1465 2.9846 1.8576
C 3.8685 2.0880 5.3613
C 4.6725 2.0818 6.6493
O 6.0490 2.3584 6.3817
H 7.2160 0.6808 6.1912
H 7.4904 2.0045 5.0274
H 6.3391 0.7305 3.5538
H 5.7693 -0.3755 4.8217
H 4.3409 0.2784 2.5347
H 2.2783 2.4089 3.5033
H 2.4624 0.6133 0.9851
H 1.9538 2.1349 -0.9262
H 0.6800 4.0652 -1.8537
H -0.9896 5.2576 -0.4215
H -1.3669 4.5126 1.9328
H 0.0104 2.6696 2.8977
H 3.7965 3.1227 4.9805
H 2.8440 1.7375 5.5537
H 4.3312 2.9044 7.2974
H 4.5456 1.1125 7.1646
```

Energy in hartree: -1706.47902
2S+1: 1
Net charge: +1
ΔE to the lowest compared entry with this formula, charge and spin in kJ/mol: 217.67

No. 3
The following is a quantum chemistry calculation of a molecular structure, C13H15N3O7SV, from the Open Molecules 2025 dataset.

The geometry in XYZ format:
```
40
Properties=species:S:1:pos:R:3
V -0.6986 0.6847 0.6033
N -2.5996 -0.3646 0.0002
C -3.2298 -0.7193 1.2941
C -3.2115 0.5308 2.1872
O -4.2288 0.8375 2.8408
N -2.0470 1.1493 2.1019
C -1.9696 2.5725 2.3452
C -1.8388 3.2963 0.9857
O -2.1334 4.4858 0.8915
O -1.3928 2.5570 0.0221
H -3.1262 0.3705 -0.4601
H -2.5388 -1.1637 -0.6176
H -2.6161 -1.5094 1.7302
H -4.2643 -1.0619 1.1954
H -1.0520 2.7999 2.9008
H -2.8150 2.9649 2.9142
C 1.3913 -2.6157 -4.1316
C 1.6166 -1.6254 -3.0195
C 0.6324 -0.7080 -2.6659
C 0.8120 0.1843 -1.6190
C 2.0181 0.1938 -0.9232
C 2.9984 -0.7298 -1.2544
C 2.7982 -1.6308 -2.2903
S 2.3243 1.3779 0.3982
O 2.0921 2.6639 -0.2096
O 3.6698 1.0985 0.8694
N 1.2010 1.0669 1.4634
C 1.4635 -0.0497 2.3750
C 0.8949 -1.3939 1.8780
O 1.3335 -2.4512 2.3336
O -0.0647 -1.2721 1.0333
H 0.5133 -2.3516 -4.7225
H 1.2305 -3.6208 -3.7329
H 2.2496 -2.6642 -4.8057
H -0.3111 -0.7003 -3.2026
H -0.0350 0.8579 -1.4204
H 3.9191 -0.7263 -0.6857
H 3.5753 -2.3501 -2.5306
H 0.9185 0.1630 3.3012
H 2.5208 -0.1465 2.6270
```

Energy in hartree: -2537.66360
Expectation value of S²: 0.7589
2S+1: 2
Net charge: -2
ΔE to the lowest compared entry with this formula, charge and spin in kJ/mol: 0.00

No. 4
The following is a quantum chemistry calculation of a molecular structure, C11H21F6N4O7RbS2, from the Open Molecules 2025 dataset.

The geometry in XYZ format:
```
52
Properties=species:S:1:pos:R:3
Rb -0.5392 -0.9305 -1.1772
C 1.0620 0.7463 -4.3243
F 1.5504 0.3658 -3.1335
F 2.0733 1.2103 -5.0525
F 0.5277 -0.3181 -4.9178
S -0.1941 2.0873 -4.1079
O 0.5504 3.2878 -3.9844
O -1.0453 1.9963 -5.2445
N -0.9325 1.5305 -2.7416
S -2.2193 2.4678 -2.5319
O -1.9304 3.8741 -2.4699
O -3.3969 2.1044 -3.2395
C -2.5773 2.0602 -0.7723
F -3.6166 2.8116 -0.4054
F -2.9736 0.7787 -0.6244
F -1.5741 2.3359 0.0476
C 1.6400 -2.3158 1.9331
O 0.9639 -2.3988 0.9187
N 1.6232 -1.3100 2.8134
C 2.5243 -1.2932 3.9389
C 0.7524 -0.1647 2.6581
H 2.3469 -3.1160 2.2093
H 2.0172 -0.8622 4.7944
H 3.4722 -0.8261 3.6683
H 2.7816 -2.3248 4.2013
H 1.3542 0.7417 2.5653
H 0.1822 -0.2616 1.7447
H 0.0904 -0.0662 3.5190
C -3.5423 -2.3296 1.3336
O -2.6966 -1.9141 0.5640
N -3.3839 -3.3864 2.1458
C -4.3735 -3.7374 3.1441
C -2.1235 -4.0851 2.2051
H -4.5075 -1.8208 1.4842
H -4.0627 -3.4167 4.1446
H -4.4703 -4.8266 3.2032
H -5.3639 -3.3652 2.8983
H -1.5448 -3.6882 3.0535
H -2.2998 -5.1320 2.4400
H -1.5576 -3.9281 1.2963
C 1.6552 2.1894 -0.8176
O 1.3477 1.1542 -0.2486
N 2.8121 2.4137 -1.4409
C 2.9726 3.5460 -2.3307
C 3.9520 1.5378 -1.2415
H 0.9458 3.0245 -0.8926
H 2.8951 3.2525 -3.3786
H 3.9235 4.0481 -2.1400
H 2.1885 4.2795 -2.1386
H 4.2159 1.0256 -2.1697
H 4.8037 2.1405 -0.9192
H 3.7014 0.8074 -0.4799
```

Energy in hartree: -2597.14751
2S+1: 1

No. 5
The following is a quantum chemistry calculation of 12 unconnected molecules or ions with the total composition C3H29N3O13, from the Open Molecules 2025 dataset.

The geometry in XYZ format:
```
48
Properties=species:S:1:pos:R:3
N 1.1178 2.5348 3.6575
C 1.0779 1.8965 2.3413
C 2.4273 1.1565 2.1345
O 3.3019 1.1504 2.9533
N 2.6338 0.6950 0.8189
C 1.7151 0.5797 -0.2284
N 0.4606 0.1266 -0.0761
O 2.1493 0.7783 -1.3718
H 0.2940 2.2771 4.1864
H 1.9527 2.2326 4.1474
H 0.2071 1.2729 2.2701
H 1.1447 2.6901 1.5975
H 3.5638 0.3451 0.6477
H 0.1946 -0.0984 0.8702
H -0.3235 0.3817 -0.6467
O -2.2597 1.6998 -2.0305
H -1.6397 1.6259 -2.7704
H -3.0334 2.1450 -2.3638
O -1.9155 -0.8081 -1.1518
H -1.9146 -0.2726 -1.9610
H -2.7802 -1.0896 -0.8466
O 0.8055 -2.7321 1.0339
H -0.1245 -3.0161 1.0443
H 1.3893 -3.4744 0.8589
O 0.7846 -1.1521 3.1756
H 0.9918 -1.7506 2.4305
H 0.5509 -1.5916 3.9918
O 0.3617 2.8800 -3.6657
H 1.2618 2.5419 -3.6583
H 0.0278 2.2257 -4.3030
O 1.5821 -2.6619 -3.2031
H 1.4871 -3.6125 -3.2668
H 1.7737 -2.3533 -2.3150
O -1.7603 -0.2266 -3.6711
H -2.0696 -1.1162 -3.8205
H -0.7904 -0.1418 -3.5340
O -1.8562 0.6183 4.4447
H -1.2271 0.0379 4.8801
H -1.6327 0.5973 3.5040
O -1.6924 -3.4422 -0.0385
H -2.2931 -3.3595 0.7062
H -1.2913 -2.5992 -0.3123
O 0.8437 0.0407 -3.5097
H 1.2731 -0.8127 -3.6621
H 1.2910 0.3917 -2.6930
O -2.6045 0.9234 1.4332
H -2.4251 0.6868 0.5284
H -3.0310 1.7798 1.4439
```

Energy in hartree: -1274.13427
SMILES string: NCC(=O)NC(N)=O.O.O.O.O.O.O.O.O.O.O.O
2S+1: 1
ΔE to the lowest compared entry with this formula, charge and spin in kJ/mol: 232.89

No. 6
The following is a quantum chemistry calculation of a gas-phase ion, CH7N4S (charge +1), from the Open Molecules 2025 dataset.

The geometry in XYZ format:
```
13
Properties=species:S:1:pos:R:3
N -2.4292 -0.2737 0.0401
N -1.0959 -0.7386 0.1791
C -0.0152 -0.0323 0.0859
N 0.2337 1.2128 -0.0274
N 1.5225 -1.0045 -0.1605
S 2.8208 0.0742 -0.0529
H -2.8122 -0.1186 1.0596
H -2.3240 0.4444 -0.6408
H -0.9462 -1.6805 0.5822
H 1.1596 1.5365 -0.0760
H -0.4891 1.9142 -0.1305
H 1.6327 -1.6374 0.5460
H 2.7425 0.3035 -1.4048
```

Energy in hartree: -659.15460
SMILES string: NN/C(N)=[NH+]/S
2S+1: 1
Net charge: +1
ΔE to the lowest compared entry with this formula, charge and spin in kJ/mol: 222.50

No. 7
The following is a quantum chemistry calculation of a molecular structure, C20H31Cl2N7O6SV, from the Open Molecules 2025 dataset.

The geometry in XYZ format:
```
68
Properties=species:S:1:pos:R:3
V 0.1870 -1.6379 -1.2174
C 0.4024 5.2572 -2.2048
N 0.7118 5.0250 -0.8220
C 0.0384 5.7670 0.2571
C 1.4691 4.0108 -0.3476
O 1.6686 3.8933 0.8819
C 2.2402 3.0264 -1.2363
O 1.9844 1.6255 -0.8976
C 2.8221 1.1550 0.1668
C 2.8925 -0.4138 0.1858
O 2.0411 -1.1757 -0.4013
N 3.9312 -0.9280 0.8660
C 4.2670 -2.3275 0.6907
C 4.8689 -0.1304 1.7015
H -0.1687 6.1811 -2.2900
H -0.2662 4.4548 -2.6204
H 1.3009 5.3562 -2.8211
H 0.8117 5.8529 1.0106
H -0.8534 5.2461 0.6451
H -0.3443 6.7048 -0.1205
H 3.3171 3.2125 -1.0958
H 2.0146 3.0751 -2.2892
H 2.4231 1.4594 1.1470
H 3.8028 1.5610 0.0591
H 3.7547 -2.9118 1.4884
H 5.3280 -2.4753 0.8416
H 3.9611 -2.6994 -0.2777
H 5.6086 0.4256 1.1366
H 5.4206 -0.8166 2.3693
H 4.3331 0.5806 2.3537
Cl -2.0134 -2.8313 -2.4470
C -2.8359 -1.4428 -3.0683
C -4.0973 -1.6157 -3.7197
C -4.8049 -0.5263 -4.1742
C -4.2222 0.7502 -4.0762
C -2.9458 0.8726 -3.5227
Cl -2.1480 2.4074 -3.4886
C -2.2296 -0.2079 -2.9670
S -0.6750 0.2013 -2.3094
H -4.4630 -2.6529 -3.8833
H -5.8075 -0.6000 -4.6839
H -4.7010 1.6383 -4.4714
O 0.3735 -4.9954 -2.6562
N 0.5263 -3.9042 -2.1324
O 0.4940 -3.7372 -0.7959
O 0.8697 -2.8967 -2.8318
C 0.0499 -0.9490 2.1276
N -0.5525 -1.0948 3.4690
C -0.6750 -2.4997 3.7514
N -1.5798 -3.1800 2.7600
C -0.9702 -3.0351 1.4687
N -0.7803 -1.6326 1.0349
C -2.1095 -0.9508 1.1733
N -2.8007 -1.0786 2.4725
C -1.9077 -0.4819 3.5035
C -2.9038 -2.5386 2.7634
H 1.0464 -1.4622 2.1949
H 0.1523 0.1032 1.8182
H -1.0923 -2.7927 4.7295
H 0.2893 -3.0236 3.6632
H -1.5995 -3.5933 0.7849
H -0.0710 -3.6160 1.5208
H -2.7723 -1.3116 0.3877
H -1.9735 0.1410 1.0280
H -2.3595 -0.6169 4.4967
H -1.7654 0.5745 3.2581
H -3.5046 -2.9739 1.9462
H -3.4085 -2.8004 3.7160
```

Energy in hartree: -3877.69263
Expectation value of S²: 2.0955
2S+1: 3
Net charge: +1
ΔE to the lowest compared entry with this formula, charge and spin in kJ/mol: 0.00

No. 8
The following is a quantum chemistry calculation of a molecular structure, C11H10I2N2O, from the Open Molecules 2025 dataset.

The geometry in XYZ format:
```
26
Properties=species:S:1:pos:R:3
C -0.0680 -1.9593 -2.1354
C 0.7716 -0.9143 -2.8534
I -0.2692 -0.2692 -4.6126
C 1.3087 0.1828 -1.8953
I 1.7374 2.0838 -2.7895
C 0.5369 0.3973 -0.6236
C 1.1403 0.1249 0.5771
C 0.4602 0.2859 1.8030
N 1.1002 -0.0045 2.9698
C 0.4098 0.1638 4.0651
C -0.9391 0.6233 4.0543
N -1.5774 0.9115 2.9523
C -0.8801 0.7482 1.7925
C -1.4896 1.0530 0.5593
C -0.8048 0.8752 -0.6121
O -1.3546 1.1826 -1.8246
H -0.2148 -2.8181 -2.7885
H -1.0544 -1.5797 -1.8673
H 0.4323 -2.2830 -1.2199
H 1.6473 -1.4119 -3.2635
H 2.2960 -0.1659 -1.5994
H 2.1628 -0.2319 0.6139
H 0.8921 -0.0542 5.0123
H -1.4691 0.7400 4.9942
H -2.5036 1.4343 0.5502
H -2.2708 0.8853 -1.8588
```

Energy in hartree: -1205.31033
2S+1: 1
ΔE to the lowest compared entry with this formula, charge and spin in kJ/mol: 0.00

No. 9
The following is a quantum chemistry calculation of a molecular structure, C31H84F3N6O19S2Zn, from the Open Molecules 2025 dataset.

The geometry in XYZ format:
```
146
Properties=species:S:1:pos:R:3
Zn 1.2951 17.3348 -18.4977
S -1.0124 17.4969 -14.7862
O -0.8142 16.1313 -14.2531
O -0.5085 17.4625 -16.1770
O -2.4465 17.7380 -14.7374
O -0.1751 18.3943 -13.9412
C -3.9728 15.5671 -19.9412
F -3.4720 14.6665 -19.0345
F -4.8239 14.9181 -20.7895
F -4.6267 16.5229 -19.3132
S -2.5176 16.1977 -20.9995
O -2.1769 15.2147 -22.0190
O -2.9642 17.5090 -21.5283
O -1.4054 16.4391 -20.0796
C 0.2437 12.2571 -16.9101
C 0.8882 12.9129 -18.1167
O 1.3826 14.1334 -17.8202
O 1.4702 11.9962 -16.0697
H -0.1650 11.2656 -17.1052
H -0.4778 12.8221 -16.3200
H 0.1298 12.9558 -18.8985
H 1.7117 12.3363 -18.5379
H 2.1193 13.9845 -17.2230
H 1.8291 11.1543 -16.3595
C 1.8908 21.3971 -18.4413
C 2.7768 22.0091 -19.4593
O 3.9268 21.3206 -19.8731
O 1.1209 20.3375 -19.1230
H 1.2062 22.1979 -18.1620
H 2.2680 20.9538 -17.5196
H 3.0989 22.9185 -18.9519
H 2.1346 22.3640 -20.2653
H 4.4526 21.9818 -20.3292
H 0.2843 20.7257 -19.3894
C -3.0202 21.5413 -17.1148
C -3.6863 21.2113 -18.4731
O -2.6872 21.1680 -19.5080
O -3.7297 21.0175 -16.0439
H -3.2319 22.5965 -16.9417
H -1.9689 21.2871 -16.9803
H -4.4684 21.9547 -18.6267
H -4.1222 20.2133 -18.4269
H -2.9528 20.5784 -20.2175
H -3.5793 20.0694 -16.0345
C -0.7010 14.4965 -27.8132
C -2.1044 14.9535 -27.3535
C -3.1320 13.8068 -27.2767
O -3.2003 12.9770 -28.4604
C -3.8013 13.4673 -29.6363
N -2.2136 15.7704 -26.1550
H -0.0691 13.9121 -27.1443
H -0.1283 15.4162 -27.9324
H -0.7913 13.9363 -28.7438
H -2.3875 15.6327 -28.1576
H -4.1199 14.1804 -27.0075
H -2.8771 13.1315 -26.4598
H -4.8129 13.8723 -29.6631
H -3.8368 12.6425 -30.3480
H -3.1983 14.2804 -30.0405
H -1.9503 15.1582 -25.3960
H -3.1304 16.0867 -25.8730
C -6.8968 13.6082 -16.0075
C -6.5415 15.0479 -15.4886
C -7.3487 15.3190 -14.1526
O -6.8502 16.6311 -13.7219
C -7.2515 17.8406 -14.3044
N -5.1279 14.9929 -15.1035
H -6.4279 13.2738 -16.9330
H -7.9724 13.4528 -16.0908
H -6.5116 12.9692 -15.2128
H -6.7313 15.8036 -16.2507
H -7.0272 14.5525 -13.4474
H -8.4191 15.1758 -14.3003
H -6.8170 18.7548 -13.8999
H -8.3405 17.8846 -14.3142
H -6.9776 17.7788 -15.3576
H -4.5407 14.4827 -15.7477
H -4.8484 15.9212 -15.3869
C 2.1095 17.9459 -23.1924
C 2.7930 16.7766 -22.4432
C 4.1640 16.3625 -23.0487
O 4.4878 15.0196 -22.5635
C 3.6366 14.0919 -23.0659
N 3.0306 17.0646 -21.0763
H 2.8378 18.7523 -23.1063
H 1.2483 18.3013 -22.6266
H 1.9413 17.6386 -24.2246
H 2.0408 15.9877 -22.4442
H 4.8700 17.1576 -22.8089
H 4.1740 16.4376 -24.1361
H 4.0483 13.2265 -22.5466
H 3.5505 13.9495 -24.1431
H 2.6753 14.0488 -22.5540
H 3.6809 17.8329 -20.9927
H 3.6980 16.3419 -20.8475
C -6.5124 18.5121 -26.9751
C -5.6287 19.7079 -26.8968
C -5.2572 19.9093 -25.3896
O -6.2251 20.7764 -24.7390
C -5.9965 21.1909 -23.4697
N -4.3969 19.4543 -27.6512
H -6.2955 17.7225 -26.2556
H -6.5253 17.7921 -27.7934
H -7.5444 18.7023 -26.6802
H -6.0632 20.6259 -27.2924
H -4.2389 20.2887 -25.3042
H -5.1969 18.9914 -24.8048
H -5.7099 20.3630 -22.8213
H -6.8657 21.6656 -23.0145
H -5.0863 21.7865 -23.5390
H -3.8538 18.7271 -27.2081
H -3.8927 20.2873 -27.3830
C -4.6033 7.6415 -21.9109
C -3.4601 8.5131 -21.4852
C -4.1046 9.8973 -21.0777
O -5.1182 9.7894 -20.1270
C -6.4483 9.6927 -20.5439
N -3.0098 7.8099 -20.3275
H -5.3031 7.2750 -21.1599
H -4.1928 6.6842 -22.2321
H -5.1165 8.1049 -22.7535
H -2.7711 8.5984 -22.3255
H -4.4473 10.3153 -22.0243
H -3.3054 10.5249 -20.6833
H -6.9531 9.2599 -19.6801
H -6.6566 9.0268 -21.3814
H -6.9939 10.6316 -20.4491
H -3.4380 8.3667 -19.6017
H -3.4654 6.9088 -20.3506
C -10.1106 19.1230 -23.5898
C -11.1297 19.4334 -22.4579
C -10.6553 20.0882 -21.1158
O -9.4824 19.5125 -20.5085
C -9.0905 20.0175 -19.2352
N -12.2452 20.2593 -23.0741
H -10.4078 18.2727 -24.2036
H -9.1738 18.8399 -23.1097
H -10.0122 19.9995 -24.2302
H -11.4717 18.5054 -21.9997
H -11.4019 19.9349 -20.3365
H -10.4575 21.1525 -21.2431
H -9.7618 19.8098 -18.4019
H -8.8575 21.0786 -19.3239
H -8.0552 19.6766 -19.2265
H -12.6100 20.7451 -22.2672
H -11.8001 20.9701 -23.6370
```

Energy in hartree: -5864.41707
2S+1: 1
Net charge: -1

Question: Among the records above, which one has the highest energy?
Answer: C4H8N2O2